No. 1
# C17H24N3O6P2

A cluster of 3 separate species, C17H24N3O6P2 in total (the ωB97M-V functional and the def2-TZVPD basis, the Open Molecules 2025 dataset).

```
! RIJCOSX wB97M-V def2-TZVPD def2/J DEFGRID3
* xyz -1 1
C -2.1742 0.2289 -2.5372
C -3.1973 0.4559 -1.4116
P -4.9665 0.3955 -1.9964
C -5.5528 1.9248 -1.1077
C -5.7796 -0.8996 -1.0259
C -7.1941 -1.0993 -1.5975
P -4.8517 -2.3400 -0.8928
N -3.6983 -2.6994 -1.9106
O -5.9122 -3.5908 -0.8851
O -4.3147 -2.4314 0.6627
H -1.7828 1.1745 -2.9180
H -1.3468 -0.3948 -2.1964
H -2.6383 -0.3005 -3.3702
H -3.0237 -0.2731 -0.6174
H -3.0491 1.4462 -0.9743
H -5.5201 1.7934 -0.0222
H -4.9184 2.7657 -1.4057
H -6.5785 2.1523 -1.4079
H -7.7953 -1.7484 -0.9575
H -7.7151 -0.1360 -1.6490
H -7.2124 -1.5164 -2.6157
H -2.8172 -2.8954 -1.4517
H -5.5221 -4.2131 -1.5130
H -4.3271 -1.5228 0.9952
C 4.6945 -1.2510 -1.0457
C 3.5994 -1.7218 -0.3317
C 2.4093 -1.0119 -0.3269
C 2.3415 0.1617 -1.0551
C 3.4110 0.6442 -1.7845
C 4.5989 -0.0707 -1.7701
N 1.0757 0.9249 -1.0476
O 0.1772 0.4999 -0.3573
O 1.0224 1.9290 -1.7293
H 5.6244 -1.8026 -1.0310
H 3.6725 -2.6434 0.2305
H 1.5456 -1.3547 0.2234
H 3.3130 1.5670 -2.3363
H 5.4549 0.3034 -2.3146
C 4.1242 1.5445 5.0852
C 4.8025 0.3584 4.8367
C 5.3926 0.1395 3.6022
C 5.2895 1.1273 2.6409
C 4.6177 2.3151 2.8615
C 4.0303 2.5186 4.1001
N 5.9110 0.9016 1.3226
O 6.4574 -0.1657 1.1297
O 5.8255 1.7889 0.4994
H 3.6623 1.7086 6.0499
H 4.8692 -0.4014 5.6034
H 5.9190 -0.7768 3.3814
H 4.5526 3.0537 2.0769
H 3.4941 3.4378 4.2922
*
```

Output
Highest occupied orbital energy (eV): -2.403
Frontier orbital gap (eV): 3.106

No. 2
# C17H24N4O3

An isolated molecule of C17H24N4O3 (the ωB97M-V functional and the def2-TZVPD basis, the Open Molecules 2025 dataset).

```
! RIJCOSX wB97M-V def2-TZVPD def2/J DEFGRID3
* xyz 0 1
N 0.1374 -0.9446 5.8620
C 0.4254 -0.1548 4.7038
C -0.6769 -0.0747 3.5715
C -0.8957 -1.4671 3.0197
C 0.2100 -2.0825 2.1399
C 0.6089 -1.1344 0.9774
N -0.3143 -1.2705 -0.1234
C -1.4319 -0.5239 -0.3138
O -1.7878 0.3625 0.4464
C -2.3221 -0.8221 -1.5444
N -3.3934 0.2006 -1.4971
C -1.5221 -0.6610 -2.8322
C -0.8796 0.6721 -3.0403
C -1.6111 1.8001 -3.3309
N -0.7256 2.9474 -3.4249
C 0.4797 2.4461 -3.1890
C 1.7504 3.1059 -3.2023
C 2.9134 2.4061 -3.1154
C 2.8811 1.0456 -2.7698
C 1.6637 0.3825 -2.6555
C 0.4937 1.0768 -2.9375
C 2.0398 -1.3664 0.4749
O 2.3736 -2.0550 -0.5149
O 2.9016 -0.6290 1.2010
H -0.7844 -0.6981 6.2840
H 0.1306 -1.9074 5.5953
H 1.3794 -0.5215 4.3570
H 0.5678 0.8830 5.1579
H -0.4279 0.7172 2.8689
H -1.6641 0.2096 3.9977
H -1.8767 -1.4941 2.4832
H -1.0075 -2.1552 3.8641
H -0.1083 -3.0414 1.6951
H 1.0767 -2.3661 2.7210
H 0.6016 -0.1244 1.2935
H 0.2427 -1.6287 -0.9027
H -2.6187 -1.8841 -1.4269
H -2.9306 1.0617 -1.1936
H -4.0105 -0.0342 -0.7477
H -2.1928 -0.8048 -3.6590
H -0.7887 -1.5312 -2.8752
H -2.7110 1.8905 -3.3134
H -0.9743 3.9004 -3.7055
H 1.7572 4.1997 -3.3705
H 3.8824 2.9502 -3.1995
H 3.7706 0.4728 -2.5436
H 1.5306 -0.6164 -2.1977
H 3.8376 -0.7371 0.9125
*
```

Output
Highest occupied orbital energy (eV): -8.065
Structure (SMILES): NCCCC[C@H](NC(=O)[C@@H](N)Cc1c[nH]c2ccccc12)C(=O)O
Frontier orbital gap (eV): 8.633
Relative energy (zero: lowest compared OMol25 entry of this formula, charge and spin) (kJ/mol): 153.4

No. 3
# C17H24N4O4

A cluster of 2 separate species, C17H24N4O4 in total (the ωB97M-V functional and the def2-TZVPD basis, the Open Molecules 2025 dataset).

```
! RIJCOSX wB97M-V def2-TZVPD def2/J DEFGRID3
* xyz 0 1
O 2.7525 0.0795 2.4926
N 1.8321 -0.7054 2.1125
O 2.0794 -1.8647 1.6759
C 0.4897 -0.3305 2.1255
C -0.4443 -1.2268 1.6869
C -1.8681 -1.0965 1.9828
C -2.7108 -2.2480 2.0807
C -4.0708 -2.1302 2.3009
C -4.6502 -0.8494 2.4170
N -6.0629 -0.7106 2.4672
O -6.5481 0.4452 2.4967
O -6.7714 -1.7451 2.4673
C -3.8373 0.3020 2.3832
C -2.4684 0.1762 2.1938
H 0.2454 0.6452 2.5513
H -0.0990 -2.2225 1.3990
H -2.2524 -3.2379 2.0123
H -4.7196 -3.0016 2.3698
H -4.3128 1.2730 2.4950
H -1.8384 1.0695 2.2036
C -0.1567 -2.4467 -2.3241
C -0.7765 -1.4787 -1.3021
N 0.2937 -0.6112 -0.8866
C 1.4123 -0.6657 -1.8228
C 1.7943 0.6675 -2.4538
N 1.9731 1.6771 -1.4580
C 2.9724 1.4005 -0.4450
C 3.3193 2.7645 0.1743
C 2.7741 3.8212 -0.8117
C 2.1321 3.0310 -1.9649
C 1.0595 -1.7093 -2.8890
H -0.8814 -2.7295 -3.0940
H 0.1774 -3.3494 -1.8021
H -1.6130 -0.9104 -1.7457
H -1.1750 -2.0134 -0.4382
H 0.0387 0.3274 -0.5940
H 2.2941 -1.0138 -1.2572
H 1.0009 0.9923 -3.1478
H 2.7202 0.4980 -3.0463
H 3.8792 0.8953 -0.8457
H 2.5576 0.7257 0.3125
H 4.4003 2.8426 0.3242
H 2.8201 2.8336 1.1468
H 2.0104 4.4350 -0.3277
H 3.5716 4.4697 -1.1833
H 1.1556 3.4310 -2.2718
H 2.7888 3.0634 -2.8586
H 0.7967 -1.2009 -3.8253
H 1.9155 -2.3680 -3.0763
*
```

Output
Highest occupied orbital energy (eV): -8.386
Structure (SMILES): O=[N+]([O-])/C=C/c1ccc([N+](=O)[O-])cc1.C1CN[C@H](CN2CCCC2)C1
Frontier orbital gap (eV): 6.382
Relative energy (zero: lowest compared OMol25 entry of this formula, charge and spin) (kJ/mol): 826.6

No. 4
# C17H25AlBClCs2F9IMgN2NaO15S4

A structure of composition C17H25AlBClCs2F9IMgN2NaO15S4 (the ωB97M-V functional and the def2-TZVPD basis, the Open Molecules 2025 dataset).

```
! RIJCOSX wB97M-V def2-TZVPD def2/J DEFGRID3
* xyz 1 1
C -1.4216 0.2171 -9.2798
C -2.6294 0.4473 -8.3281
I -3.2457 -1.4497 -7.4944
C -2.4062 1.5600 -7.2883
C -1.6549 1.1288 -6.0322
C -1.6743 2.3368 -5.0386
C -1.2993 1.9144 -3.5940
C -0.3690 0.6659 -3.6021
C 0.4510 0.4474 -2.3086
B 0.3172 -1.1421 -1.9319
O -0.8234 -1.6402 -1.1541
O 1.2104 -2.0750 -2.3447
S 0.6646 0.7661 -5.0890
O 1.5094 1.8739 -4.9723
O 1.4024 -0.5243 -5.2386
O -0.2633 0.9098 -6.3813
H -0.4619 0.3994 -8.8041
H -1.4851 -0.7978 -9.6730
H -1.5818 0.8626 -10.1469
H -3.4509 0.7777 -8.9629
H -1.8332 2.3786 -7.7358
H -3.3812 1.9312 -6.9741
H -2.1263 0.2994 -5.5034
H -0.9110 3.0521 -5.3606
H -2.6241 2.8677 -5.0699
H -2.2051 1.7469 -3.0035
H -0.7584 2.7006 -3.0604
H -1.0395 -0.1964 -3.7433
H 0.1348 1.1475 -1.4544
H 1.5081 0.6768 -2.4885
H -1.5641 -1.7856 -1.7626
H 0.8367 -2.6362 -3.0197
Mg -0.9718 0.1347 -0.0538
C 1.0219 -4.1046 3.0819
F 0.4870 -5.2024 3.5856
F 2.4141 -4.2436 3.2905
F 0.8760 -4.1665 1.7780
S 0.2377 -2.5688 3.8024
O 0.4607 -2.6481 5.2265
O -1.1740 -2.6828 3.4464
O 0.8995 -1.4711 3.1787
C -3.8377 -1.6022 6.1898
C -3.0632 -2.8810 6.0520
O -4.0093 -3.8743 6.4374
C -5.2556 -3.3366 6.2344
O -6.2617 -3.9503 6.2935
O -5.1794 -2.0064 5.9486
H -3.5204 -0.8458 5.4674
H -3.7733 -1.1796 7.1977
H -2.7471 -3.0686 5.0239
H -2.1869 -2.9094 6.6999
N -1.0774 2.7411 4.7446
C -0.2481 3.6777 5.1879
C 1.1154 3.4833 5.3550
C 1.6398 2.2417 5.0493
C 0.7891 1.2469 4.5831
C -0.5557 1.5534 4.4480
H -0.7089 4.6311 5.4127
H 1.7439 4.2856 5.7134
H 2.6985 2.0478 5.1662
H 1.1603 0.2690 4.3300
H -1.2688 0.8152 4.0797
F -0.3219 6.6073 4.1571
Al -0.4144 7.1038 2.5023
F -2.0570 7.0651 1.9884
F 0.5111 6.0167 1.5344
F 0.2064 8.6934 2.3414
Cs 2.2492 -2.2980 -6.3461
Cl 3.3702 -2.5146 2.9827
Cs -2.2550 -1.5064 8.0567
N 8.0110 -1.5370 0.4243
S 6.5564 -1.0891 0.8159
O 5.8586 -1.9285 1.7528
O 5.7676 -0.4782 -0.2012
F 6.9206 0.1593 1.7218
S 8.0305 -2.8448 -0.4606
O 9.3198 -3.4286 -0.5484
O 7.2643 -2.8254 -1.6639
F 7.2504 -3.9058 0.4412
Na -4.7971 -4.5350 4.3914
*
```

Output
Highest occupied orbital energy (eV): -8.599
Frontier orbital gap (eV): 2.321

What did the third record say?
# C17H24N4O4

A cluster of 2 separate species, C17H24N4O4 in total (the ωB97M-V functional and the def2-TZVPD basis, the Open Molecules 2025 dataset).

```
! RIJCOSX wB97M-V def2-TZVPD def2/J DEFGRID3
* xyz 0 1
O 2.7525 0.0795 2.4926
N 1.8321 -0.7054 2.1125
O 2.0794 -1.8647 1.6759
C 0.4897 -0.3305 2.1255
C -0.4443 -1.2268 1.6869
C -1.8681 -1.0965 1.9828
C -2.7108 -2.2480 2.0807
C -4.0708 -2.1302 2.3009
C -4.6502 -0.8494 2.4170
N -6.0629 -0.7106 2.4672
O -6.5481 0.4452 2.4967
O -6.7714 -1.7451 2.4673
C -3.8373 0.3020 2.3832
C -2.4684 0.1762 2.1938
H 0.2454 0.6452 2.5513
H -0.0990 -2.2225 1.3990
H -2.2524 -3.2379 2.0123
H -4.7196 -3.0016 2.3698
H -4.3128 1.2730 2.4950
H -1.8384 1.0695 2.2036
C -0.1567 -2.4467 -2.3241
C -0.7765 -1.4787 -1.3021
N 0.2937 -0.6112 -0.8866
C 1.4123 -0.6657 -1.8228
C 1.7943 0.6675 -2.4538
N 1.9731 1.6771 -1.4580
C 2.9724 1.4005 -0.4450
C 3.3193 2.7645 0.1743
C 2.7741 3.8212 -0.8117
C 2.1321 3.0310 -1.9649
C 1.0595 -1.7093 -2.8890
H -0.8814 -2.7295 -3.0940
H 0.1774 -3.3494 -1.8021
H -1.6130 -0.9104 -1.7457
H -1.1750 -2.0134 -0.4382
H 0.0387 0.3274 -0.5940
H 2.2941 -1.0138 -1.2572
H 1.0009 0.9923 -3.1478
H 2.7202 0.4980 -3.0463
H 3.8792 0.8953 -0.8457
H 2.5576 0.7257 0.3125
H 4.4003 2.8426 0.3242
H 2.8201 2.8336 1.1468
H 2.0104 4.4350 -0.3277
H 3.5716 4.4697 -1.1833
H 1.1556 3.4310 -2.2718
H 2.7888 3.0634 -2.8586
H 0.7967 -1.2009 -3.8253
H 1.9155 -2.3680 -3.0763
*
```

Output
Highest occupied orbital energy (eV): -8.386
Structure (SMILES): O=[N+]([O-])/C=C/c1ccc([N+](=O)[O-])cc1.C1CN[C@H](CN2CCCC2)C1
Frontier orbital gap (eV): 6.382
Relative energy (zero: lowest compared OMol25 entry of this formula, charge and spin) (kJ/mol): 826.6

Please write out number 2 again, unchanged.
# C17H24N4O3

An isolated molecule of C17H24N4O3 (the ωB97M-V functional and the def2-TZVPD basis, the Open Molecules 2025 dataset).

```
! RIJCOSX wB97M-V def2-TZVPD def2/J DEFGRID3
* xyz 0 1
N 0.1374 -0.9446 5.8620
C 0.4254 -0.1548 4.7038
C -0.6769 -0.0747 3.5715
C -0.8957 -1.4671 3.0197
C 0.2100 -2.0825 2.1399
C 0.6089 -1.1344 0.9774
N -0.3143 -1.2705 -0.1234
C -1.4319 -0.5239 -0.3138
O -1.7878 0.3625 0.4464
C -2.3221 -0.8221 -1.5444
N -3.3934 0.2006 -1.4971
C -1.5221 -0.6610 -2.8322
C -0.8796 0.6721 -3.0403
C -1.6111 1.8001 -3.3309
N -0.7256 2.9474 -3.4249
C 0.4797 2.4461 -3.1890
C 1.7504 3.1059 -3.2023
C 2.9134 2.4061 -3.1154
C 2.8811 1.0456 -2.7698
C 1.6637 0.3825 -2.6555
C 0.4937 1.0768 -2.9375
C 2.0398 -1.3664 0.4749
O 2.3736 -2.0550 -0.5149
O 2.9016 -0.6290 1.2010
H -0.7844 -0.6981 6.2840
H 0.1306 -1.9074 5.5953
H 1.3794 -0.5215 4.3570
H 0.5678 0.8830 5.1579
H -0.4279 0.7172 2.8689
H -1.6641 0.2096 3.9977
H -1.8767 -1.4941 2.4832
H -1.0075 -2.1552 3.8641
H -0.1083 -3.0414 1.6951
H 1.0767 -2.3661 2.7210
H 0.6016 -0.1244 1.2935
H 0.2427 -1.6287 -0.9027
H -2.6187 -1.8841 -1.4269
H -2.9306 1.0617 -1.1936
H -4.0105 -0.0342 -0.7477
H -2.1928 -0.8048 -3.6590
H -0.7887 -1.5312 -2.8752
H -2.7110 1.8905 -3.3134
H -0.9743 3.9004 -3.7055
H 1.7572 4.1997 -3.3705
H 3.8824 2.9502 -3.1995
H 3.7706 0.4728 -2.5436
H 1.5306 -0.6164 -2.1977
H 3.8376 -0.7371 0.9125
*
```

Output
Highest occupied orbital energy (eV): -8.065
Structure (SMILES): NCCCC[C@H](NC(=O)[C@@H](N)Cc1c[nH]c2ccccc12)C(=O)O
Frontier orbital gap (eV): 8.633
Relative energy (zero: lowest compared OMol25 entry of this formula, charge and spin) (kJ/mol): 153.4